## i
C39H48BN9ORuSi2 | ωB97M-V/def2-TZVPD

Geometry as ORCA input:
```
! wB97M-V def2-TZVPD RIJCOSX def2/J DEFGRID3
* xyz 2 1
C -1.12 5.53 -2.03
H 0.55 -0.90 6.20
C 1.12 -4.09 -3.63
H 0.35 3.79 4.70
Ru -0.14 0.00 0.82
C -3.34 2.61 2.81
H -3.03 3.64 0.96
N 0.94 0.78 3.64
C -1.32 3.22 -1.38
N 2.55 -0.66 2.40
C 1.61 -1.00 6.13
H -1.67 -3.12 1.55
O -1.08 0.49 -1.35
C -4.99 0.62 -1.47
C -0.47 -3.70 3.34
C 3.60 -0.34 -3.63
H 4.42 -1.06 3.26
N 2.26 -0.88 4.94
N -0.30 -1.73 2.32
H -4.90 0.63 -5.31
C -0.89 -1.32 -2.82
N 3.57 -1.05 5.13
C -2.72 1.54 0.73
C 2.99 -3.53 -2.09
C 0.01 2.58 2.88
H 0.06 -4.03 -3.87
H 5.25 -1.05 0.65
H 4.13 0.49 -4.10
C -1.84 4.35 -2.01
C -3.81 1.00 -3.52
H 2.93 -0.52 -0.73
C -4.93 0.62 -4.24
C 2.10 -0.02 -3.64
H 4.76 -1.44 6.78
C 3.86 -0.89 2.35
H 0.98 -4.76 -0.91
H -3.60 3.50 3.35
C 1.50 -3.27 -2.38
C -6.11 0.22 -2.19
C 1.67 0.06 -5.11
C 4.26 -0.88 1.03
H -1.32 -2.30 -3.02
Si 1.05 -1.43 -2.79
H 2.40 -1.43 8.14
H 2.18 1.36 -1.94
C 0.44 2.87 4.17
N 0.32 1.32 2.58
H 0.81 -3.11 -0.30
C 0.67 -3.75 -1.18
N -1.38 -0.90 -1.50
H 1.64 4.53 -0.36
C -0.93 -2.90 2.30
H 1.49 1.49 5.56
H 1.36 -5.14 -3.45
H 3.32 -3.05 -1.18
H -7.00 -0.09 -1.67
C 1.84 1.34 -2.97
H -1.55 6.41 -2.50
H 1.08 -3.16 4.83
H -0.49 3.22 2.18
C 0.66 4.47 -0.82
H -2.67 -0.63 0.82
H -0.78 -4.69 3.60
H -3.07 -0.73 3.24
C 3.10 -0.62 0.32
C -3.03 0.23 2.75
N 2.07 -0.50 1.16
H 0.79 1.61 -2.99
H 2.40 2.10 -3.52
H 0.68 6.52 -1.45
H 3.62 -3.21 -2.92
H 1.69 -3.78 -4.50
H -5.03 0.62 -0.38
H -0.40 -3.78 -1.41
B 1.60 -0.62 3.61
Si -2.35 1.65 -1.13
H 0.63 0.36 -5.24
C 1.03 1.70 4.62
H 0.35 2.41 -0.26
C -3.33 1.38 3.46
H -3.59 1.32 4.50
H 1.83 -0.88 -5.62
H -6.96 -0.05 -4.13
C -2.72 0.30 1.39
H 4.02 -0.47 -2.63
C -6.08 0.24 -3.57
N 0.55 -1.74 3.35
H -2.81 4.31 -2.47
C 0.47 -2.93 3.98
H -1.25 -0.63 -3.59
C -3.83 1.03 -2.12
C 0.13 5.59 -1.44
C 2.55 -1.27 7.10
H 3.13 -4.60 -1.97
C -3.02 2.68 1.47
C 3.77 -1.28 6.41
H -2.40 -1.00 -1.49
H 3.81 -1.23 -4.21
H 2.28 0.81 -5.60
C -0.06 3.30 -0.78
H -2.91 1.30 -4.04
*
```

Orbital gap, eV: 6.01

Here are the Mulliken charges for atoms 1 to 4, given in e: -0.69, 0.58, -1.90, 0.49

***

## ii
C39H48BN9ORuSi2 | ωB97M-V/def2-TZVPD

Geometry as ORCA input:
```
! wB97M-V def2-TZVPD RIJCOSX def2/J DEFGRID3
* xyz 2 1
C -5.01 3.83 4.03
C -2.76 0.53 -0.92
H 2.17 1.05 -2.89
N -3.29 2.82 3.27
H 0.68 5.52 1.45
H -1.48 -3.12 -3.33
H -2.03 3.53 -4.17
C 1.05 -6.00 0.71
H -0.37 4.02 -2.49
C 6.18 -1.23 -0.16
C -1.08 -2.22 -2.85
H -3.08 0.81 4.93
Si 2.20 -2.04 0.40
N -4.60 3.10 3.01
H -2.65 2.30 -3.09
C -1.97 2.47 -3.91
H -0.47 -2.09 3.11
H -0.63 2.65 -1.41
C -4.12 1.65 0.38
C 2.11 -1.17 2.05
C -0.31 -5.89 0.94
C -0.96 4.20 2.13
C 0.25 4.53 1.55
C 6.45 -1.82 -1.39
Ru -0.11 0.32 0.82
C 0.03 -1.62 -5.04
N -2.92 1.51 1.00
H 1.01 -1.92 -4.64
H -2.02 -1.68 5.33
H 5.65 -2.92 -3.06
N 1.63 0.20 -1.08
O 1.17 -1.05 -0.58
H 2.07 1.96 3.43
C -3.98 4.05 4.98
H -0.12 -2.48 -2.39
H -2.21 -0.14 -5.41
H 3.37 -3.01 -2.14
H -4.92 2.18 0.87
H 2.60 0.27 -0.80
C -0.51 2.16 -3.55
H 1.53 -6.97 0.72
H -6.03 4.19 4.06
H -2.72 -1.76 -4.95
H 2.02 -1.85 5.38
C -4.05 1.03 -0.86
C 3.87 -1.92 -0.33
C -0.94 -1.13 -3.93
C 2.03 -1.26 4.47
H 2.32 0.85 1.26
Si -0.14 0.37 -3.24
H 0.24 3.56 -4.99
H 1.97 0.63 5.50
C 5.44 -2.45 -2.10
H 1.70 3.12 0.59
H -1.99 -4.56 1.12
N -1.12 -0.17 2.57
C 2.00 0.13 4.54
H -1.77 -1.93 -2.06
H 0.18 -0.87 -5.83
H -0.65 -2.54 0.77
H 4.70 -0.84 1.34
C -0.93 -4.64 0.95
H -1.90 3.27 4.84
C 0.77 3.32 1.11
C -2.31 -0.82 -4.56
H -0.91 -6.78 1.12
C -0.11 2.97 -2.31
C -1.85 -1.01 4.50
H 0.14 1.93 -5.65
C 2.07 -1.91 3.24
H -2.27 -0.05 -1.70
H -4.83 0.96 -1.60
B -2.37 2.01 2.39
C 1.21 -3.59 0.50
C 1.60 0.19 -2.55
N -1.93 0.74 3.14
C 2.04 0.88 3.38
H -2.31 1.90 -4.78
N -2.08 0.82 0.19
H -0.43 -2.50 -5.51
H 6.97 -0.73 0.39
C 4.16 -2.50 -1.58
H 2.08 -3.00 3.20
H -4.03 4.61 5.90
C 1.81 -4.86 0.49
C -1.06 -1.22 3.38
C -2.39 0.25 4.31
C 0.40 2.51 -4.75
H 0.97 2.93 -2.12
N -0.07 2.33 1.42
C 2.10 0.24 2.14
N -1.12 2.87 2.05
H 2.10 -0.71 -2.93
C 4.90 -1.29 0.37
H 2.88 -4.95 0.31
H 7.46 -1.79 -1.79
H 1.46 2.37 -4.54
C -0.16 -3.50 0.74
H -1.71 4.84 2.59
C -2.90 3.39 4.46
H -3.03 -0.41 -3.86
*
```

Orbital gap, eV: 6.49

Here are the Mulliken charges for atoms 1 to 4, given in e: -0.29, -1.31, 0.75, 0.46

***

Stability verdict: ii, ahead by 0.0603 hartree

***

## i
C3H6N4S | ωB97M-V/def2-TZVPD

Geometry as ORCA input:
```
! wB97M-V def2-TZVPD RIJCOSX def2/J DEFGRID3
* xyz 0 1
C -0.16 -0.53 0.70
H -1.73 -1.15 -1.13
C 0.77 1.58 -0.16
H 0.40 2.31 -0.98
N 1.11 -1.03 1.13
C -0.60 0.35 -1.60
H -0.31 1.20 -2.24
H -1.39 -1.72 1.54
N 0.00 0.48 -0.26
S 1.75 2.23 1.01
H 1.78 -0.34 1.21
N -1.37 -0.58 -2.00
H 1.13 -1.92 1.81
N -1.36 -0.88 0.97
*
```

Structure (SMILES): [H]/N=C\N(C=S)/C(N)=N/[H]
Orbital gap, eV: 8.98

Here are the Mulliken charges for atoms 1 to 4, given in e: 0.38, 0.36, 0.02, 0.13

***

## ii
C3H6N4S | ωB97M-V/def2-TZVPD

Geometry as ORCA input:
```
! wB97M-V def2-TZVPD RIJCOSX def2/J DEFGRID3
* xyz 0 1
N 2.59 1.03 -1.31
N 2.25 0.31 -0.47
N 1.52 -0.06 0.40
H 0.58 -0.44 2.42
C 0.13 -0.14 0.43
S 3.54 1.40 -2.44
H -2.07 -1.38 -1.14
C -1.79 -0.32 -1.02
H -0.96 -0.97 2.15
H -1.81 0.13 -2.01
N -0.41 -0.27 -0.68
C -0.30 -0.16 1.79
H -0.65 0.72 2.29
H -2.62 0.17 -0.41
*
```

Structure (SMILES): C/N=C(C)/N=N\N=S
Orbital gap (alpha / beta), eV: 7.46 / 7.46

Here are the Mulliken charges for atoms 1 to 4, given in e: -0.18, 0.69, -0.60, 0.35

***

## iii
C3H6N4S | ωB97M-V/def2-TZVPD

Geometry as ORCA input:
```
! wB97M-V def2-TZVPD RIJCOSX def2/J DEFGRID3
* xyz 0 1
N 1.71 0.74 0.37
H 2.63 -1.36 1.09
H 2.36 1.47 0.27
C -0.69 1.60 -0.06
S 2.42 -0.68 -0.18
H -0.61 2.69 0.47
H -2.82 -1.49 1.34
N -1.88 0.96 -0.26
H -2.98 -2.10 -0.40
C 0.35 0.67 0.09
N -0.35 -0.56 -0.08
H -3.55 -0.29 0.17
N -1.62 -0.35 -0.28
C -2.79 -1.20 0.27
*
```

Structure (SMILES): Cn1ncc(NS)n1
Orbital gap, eV: 9.43

Here are the Mulliken charges for atoms 1 to 4, given in e: -0.30, 0.15, 0.28, -0.26

***

## iv
C3H6N4S | ωB97M-V/def2-TZVPD

Geometry as ORCA input:
```
! wB97M-V def2-TZVPD RIJCOSX def2/J DEFGRID3
* xyz 0 1
N 0.55 -0.29 1.78
C -1.72 -0.45 -0.10
C 0.70 -0.31 0.42
S -2.20 -1.62 0.94
H 2.51 -0.70 0.33
N -0.49 0.09 -0.30
C -0.37 1.09 -1.35
N 0.65 1.52 -1.92
N 1.76 -0.49 -0.26
H 1.28 -0.78 2.27
H -0.35 -0.53 2.13
H -2.44 -0.04 -0.78
H 1.51 1.04 -1.58
H -1.38 1.47 -1.60
*
```

Structure (SMILES): [H]/N=C\N(C=S)/C(N)=N/[H]
Orbital gap, eV: 9.04

Here are the Mulliken charges for atoms 1 to 4, given in e: -0.40, 0.00, 0.49, -0.34

***

Stability verdict: iv, ahead by 0.0369 hartree

***

## i
CH2ClNO2 | ωB97M-V/def2-TZVPD

Geometry as ORCA input:
```
! wB97M-V def2-TZVPD RIJCOSX def2/J DEFGRID3
* xyz 0 1
Cl 1.35 -1.46 0.01
H 0.60 0.26 1.41
O -1.69 0.93 -0.05
N -0.93 0.04 -0.35
O -1.09 -0.88 -1.10
C 0.73 0.15 0.33
H 1.02 0.96 -0.25
*
```

Structure (SMILES): O=[N+]([O-])CCl
Orbital gap, eV: 11.23

Here are the Mulliken charges for atoms 1 to 4, given in e: -0.09, 0.28, -0.51, 0.77

***

## ii
CH2ClNO2 | ωB97M-V/def2-TZVPD

Geometry as ORCA input:
```
! wB97M-V def2-TZVPD RIJCOSX def2/J DEFGRID3
* xyz 0 1
C -0.24 0.41 0.90
O -0.02 -1.34 -2.61
H -1.28 0.72 1.12
H 0.14 -0.18 1.76
Cl 0.69 2.00 1.04
O -0.16 -0.17 -0.27
N 0.87 -1.45 -1.94
*
```

Orbital gap (alpha / beta), eV: 9.93 / 6.56

Here are the Mulliken charges for atoms 1 to 4, given in e: -0.13, -0.06, 0.22, 0.25

***

Stability verdict: i, ahead by 0.0268 hartree

***

## i
C5H7FN2O2 | ωB97M-V/def2-TZVPD

Geometry as ORCA input:
```
! wB97M-V def2-TZVPD RIJCOSX def2/J DEFGRID3
* xyz 0 1
H 2.20 0.09 -0.58
F 2.53 -1.72 -1.55
H -1.33 -1.69 -0.53
N 1.79 -1.63 0.51
O 1.58 -1.44 2.76
H -1.53 0.88 -1.88
H -0.86 2.11 0.83
O -0.70 -0.97 -0.72
C 2.20 -0.99 -0.49
C 1.16 -1.20 1.69
H -0.75 -0.42 2.18
C -1.52 1.74 -1.22
C -0.98 1.24 0.14
H -2.53 2.24 -1.18
C -0.55 -0.05 0.25
N -0.04 -0.52 1.45
H -0.65 2.34 -1.66
*
```

Structure (SMILES): C/C=C(\O)NC(=O)/N=C/F
Orbital gap, eV: 9.57

Here are the Mulliken charges for atoms 1 to 4, given in e: 0.38, -0.23, 0.32, -0.37

***

## ii
C5H7FN2O2 | ωB97M-V/def2-TZVPD

Geometry as ORCA input:
```
! wB97M-V def2-TZVPD RIJCOSX def2/J DEFGRID3
* xyz 0 1
H -2.00 1.34 -1.34
H -0.41 1.09 -2.23
C 1.16 -2.04 0.39
H 2.74 -0.65 0.38
N 1.81 -0.90 0.27
O 1.65 1.24 -0.49
H 0.26 0.52 1.67
C -0.50 0.11 -0.18
C -0.95 1.22 -1.17
O 1.15 -3.09 0.89
F -1.02 -1.56 -1.75
H -1.42 1.33 1.55
H -1.40 -0.31 1.94
C -0.74 0.45 1.35
H -0.43 2.17 -0.75
C 1.05 0.29 -0.16
N -0.94 -1.21 -0.37
*
```

Orbital gap (alpha / beta), eV: 8.56 / 7.95

Here are the Mulliken charges for atoms 1 to 4, given in e: 0.41, 0.26, 0.46, 0.23

***

Stability verdict: i, ahead by 0.1335 hartree

***

## i
C4H3NS | ωB97M-V/def2-TZVPD

Geometry as ORCA input:
```
! wB97M-V def2-TZVPD RIJCOSX def2/J DEFGRID3
* xyz 0 1
H -1.95 0.91 0.55
H 0.40 2.12 -0.10
C -0.70 -1.02 -0.01
N 0.48 -1.41 -0.12
C 1.20 -0.11 -0.22
H -1.59 -1.71 0.03
C 0.24 1.00 -0.20
C -0.93 0.40 0.04
S 2.84 -0.19 0.04
*
```

Structure (SMILES): S=C1C=CC=N1
Orbital gap, eV: 7.39

Here are the Mulliken charges for atoms 1 to 4, given in e: 0.24, 0.34, -0.04, -0.44

***

## ii
C4H3NS | ωB97M-V/def2-TZVPD

Geometry as ORCA input:
```
! wB97M-V def2-TZVPD RIJCOSX def2/J DEFGRID3
* xyz 0 1
C 0.89 1.99 -0.47
C -0.46 0.17 0.67
S 1.58 0.73 -1.35
C 0.05 1.51 0.35
C 0.34 -0.52 -0.47
H -1.68 -1.29 1.34
N -1.33 -0.34 1.37
H 0.84 -1.50 0.01
H -0.23 -0.75 -1.44
*
```

Orbital gap, eV: 7.76

Here are the Mulliken charges for atoms 1 to 4, given in e: -0.10, 0.50, -0.06, -0.09

***

Stability verdict: i, ahead by 0.1124 hartree

***

## i
C4H3NS | ωB97M-V/def2-TZVPD

Geometry as ORCA input:
```
! wB97M-V def2-TZVPD RIJCOSX def2/J DEFGRID3
* xyz 0 1
H 1.98 1.03 0.20
H -0.30 -2.32 0.14
C -0.12 1.04 -0.18
C 1.10 0.60 0.04
C -1.00 -0.14 -0.18
C -0.02 -1.26 -0.07
N 1.25 -0.86 -0.06
S -2.53 -0.12 -0.01
H -0.37 2.04 0.12
*
```

Structure (SMILES): S=C1C=CN=C1
Orbital gap, eV: 7.46

Here are the Mulliken charges for atoms 1 to 4, given in e: 0.56, 0.36, -0.54, -0.29

***

## ii
C4H3NS | ωB97M-V/def2-TZVPD

Geometry as ORCA input:
```
! wB97M-V def2-TZVPD RIJCOSX def2/J DEFGRID3
* xyz 0 1
N -0.65 1.35 -0.01
C -0.38 -1.00 -0.12
C 0.61 1.09 -0.06
H -0.61 -2.07 -0.03
H -2.38 0.09 0.39
H 1.36 1.88 -0.04
C 0.91 -0.41 -0.13
C -1.25 0.05 0.02
S 2.39 -0.99 -0.02
*
```

Structure (SMILES): S=C1C=CN=C1
Orbital gap, eV: 7.34

Here are the Mulliken charges for atoms 1 to 4, given in e: -0.50, -0.47, -0.21, 0.37

***

Stability verdict: ii, ahead by 0.0155 hartree

***

## i
C4H6NOS | ωB97M-V/def2-TZVPD

Geometry as ORCA input:
```
! wB97M-V def2-TZVPD RIJCOSX def2/J DEFGRID3
* xyz 1 1
H -2.01 -2.35 -0.08
H 1.01 2.05 -0.23
C 2.55 -0.25 -0.30
O -2.56 -1.75 -0.44
H 2.99 -0.92 0.53
S -1.06 1.66 0.05
C -2.61 -0.63 0.04
H -2.98 0.94 1.33
N 1.15 -0.01 -0.07
C 0.53 1.01 0.00
C -2.43 0.50 0.59
H 2.47 -0.97 -1.15
H 2.96 0.72 -0.27
*
```

Orbital gap, eV: 7.32

Here are the Mulliken charges for atoms 1 to 4, given in e: 0.39, 0.14, -0.64, -0.23

***

## ii
C4H6NOS | ωB97M-V/def2-TZVPD

Geometry as ORCA input:
```
! wB97M-V def2-TZVPD RIJCOSX def2/J DEFGRID3
* xyz 1 1
H 1.59 -0.98 -1.41
H -1.67 -0.94 0.34
H -1.86 0.78 0.77
C -1.23 0.10 0.20
C 0.28 0.17 0.17
C 0.57 -0.87 -0.93
S -0.28 -0.12 -2.36
N -2.79 0.20 -1.70
H 0.39 1.24 -0.31
H 0.89 0.04 1.12
O -3.80 0.56 -2.18
C -1.67 0.29 -1.20
H 0.15 -1.84 -0.62
*
```

Orbital gap (alpha / beta), eV: 7.38 / 7.38

Here are the Mulliken charges for atoms 1 to 4, given in e: 0.39, 0.37, 0.39, -0.63

***

Stability verdict: ii, ahead by 0.0246 hartree

***

## i
C4H10NO3 | ωB97M-V/def2-TZVPD

Geometry as ORCA input:
```
! wB97M-V def2-TZVPD RIJCOSX def2/J DEFGRID3
* xyz 0 2
C 2.10 0.35 2.93
H -0.24 -1.43 -3.56
O -1.33 -1.34 -1.87
H 1.86 0.13 3.96
H 1.43 -1.16 0.78
C 0.63 -0.40 0.96
H -0.26 -0.91 1.35
H -0.43 1.97 3.04
C -0.99 -0.92 -2.93
H 0.07 0.50 3.54
O -1.43 0.29 -3.47
O 0.44 0.20 -0.31
C 1.03 0.68 1.96
H 1.24 1.52 1.30
H 3.10 0.73 2.75
N -0.29 1.01 2.74
H -0.09 -0.34 -0.91
H -2.22 -0.36 -3.60
*
```

<S²>: 0.754
Orbital gap (alpha / beta), eV: 8.88 / 9.47

Here are the Mulliken charges for atoms 1 to 4, given in e: -1.00, 0.38, -0.49, 0.29

***

## ii
C4H10NO3 | ωB97M-V/def2-TZVPD

Geometry as ORCA input:
```
! wB97M-V def2-TZVPD RIJCOSX def2/J DEFGRID3
* xyz 0 2
H 3.28 -0.94 1.09
H 1.42 -0.61 -0.69
H 4.22 0.55 1.07
O -3.78 -0.27 -0.43
C 1.17 0.32 -0.15
H -3.88 -0.90 -1.38
H -3.23 1.01 -1.99
N 2.33 -1.22 1.41
H -0.81 0.17 -0.52
H 2.40 -1.57 2.36
O -1.85 -0.66 -1.79
H 3.29 2.08 1.62
H 1.36 1.23 -0.86
C 3.26 1.07 1.13
C -2.94 0.04 -1.47
H 1.26 0.66 1.85
O -0.20 0.47 0.18
C 2.01 0.33 1.13
*
```

<S²>: 0.754
Orbital gap (alpha / beta), eV: 7.79 / 8.74

Here are the Mulliken charges for atoms 1 to 4, given in e: 0.22, 0.28, 0.29, -0.36

***

Stability verdict: i, ahead by 0.0751 hartree